one.
Density functional theory data (ωB97M-V with the def2-TZVPD basis set) for a 15-piece molecular cluster, C45H105N15O15 overall.

Structure (XYZ):
```
180
C45H105N15O15 (ωB97M-V with the def2-TZVPD basis set)
C -1.4101 4.7202 1.1411
O -0.4120 4.1398 0.7502
N -1.9471 4.5268 2.3825
C -3.0006 5.3913 2.8706
C -1.3131 3.5920 3.2870
H -1.9409 5.4736 0.5369
H -3.4393 5.9729 2.0559
H -2.6689 6.0712 3.6579
H -3.7820 4.7273 3.2472
H -2.0559 3.0866 3.9014
H -0.7639 2.8445 2.7232
H -0.6352 4.1444 3.9454
C -4.0409 -1.0924 -1.9279
O -4.3598 -1.3433 -0.7667
N -4.7926 -1.2517 -3.0191
C -4.3314 -0.8509 -4.3407
C -6.0966 -1.8745 -2.8797
H -3.0570 -0.6451 -2.1288
H -3.3593 -0.3536 -4.2105
H -5.0462 -0.1274 -4.7461
H -4.1319 -1.6806 -5.0173
H -6.2330 -2.3862 -1.9326
H -6.8196 -1.0471 -2.9298
H -6.3536 -2.4736 -3.7499
C -1.5631 -0.6412 5.5249
O -1.9935 0.4818 5.4497
N -0.5804 -1.2046 4.8035
C -0.2847 -2.6510 4.8817
C 0.0190 -0.4710 3.6887
H -1.9228 -1.3667 6.2744
H -0.6294 -3.1787 5.7750
H 0.7839 -2.8295 4.7355
H -0.7326 -3.1502 4.0079
H -0.3319 -0.9394 2.7679
H -0.3476 0.5629 3.7186
H 1.1089 -0.4952 3.6751
C 4.5048 1.0053 -0.8755
O 3.6605 0.3631 -1.4051
N 4.7024 2.3371 -0.8651
C 3.7719 3.1638 -1.6481
C 5.8871 3.0035 -0.2459
H 5.2962 0.5019 -0.3059
H 3.3727 4.0327 -1.1224
H 3.0001 2.5162 -2.0617
H 4.3613 3.5542 -2.4756
H 5.5920 3.7485 0.4860
H 6.5698 2.2297 0.1320
H 6.4176 3.5757 -1.0232
C 0.7525 2.5942 -4.6982
O 0.4960 1.4172 -4.9634
N 0.3935 3.2218 -3.6264
C -0.4265 2.6029 -2.6124
C 0.7466 4.6822 -3.5135
H 1.2057 3.2563 -5.4517
H -0.6873 1.5482 -2.7976
H -1.3577 3.1584 -2.4643
H 0.1081 2.7772 -1.6791
H 1.4409 4.9523 -4.3213
H -0.1695 5.2625 -3.6118
H 1.2258 4.9193 -2.5640
C 6.1200 -3.8214 -0.9135
O 7.3356 -3.7655 -0.6887
N 5.4263 -3.0101 -1.7481
C 3.9982 -3.2850 -1.9667
C 6.1616 -2.0440 -2.5520
H 5.5134 -4.6599 -0.5285
H 3.7543 -3.5770 -2.9956
H 3.4957 -2.3869 -1.6229
H 3.6692 -4.0640 -1.2696
H 6.2413 -2.3248 -3.6136
H 5.5403 -1.1318 -2.4752
H 7.1608 -1.9177 -2.1144
C -3.7421 -3.9933 3.8747
O -2.8663 -4.6208 3.3052
N -4.1541 -2.7610 3.5649
C -5.0824 -2.0187 4.4206
C -3.6865 -2.0874 2.3670
H -4.2889 -4.3826 4.7559
H -5.8722 -1.5768 3.8082
H -4.5212 -1.1812 4.8653
H -5.5797 -2.6451 5.1701
H -2.9058 -1.3438 2.5657
H -3.2160 -2.8161 1.6917
H -4.5248 -1.5975 1.8811
C 0.1258 -0.7143 -1.3495
O -0.7991 -1.2573 -1.9144
N 0.0179 0.0775 -0.2192
C 1.1927 0.7461 0.3793
C -1.3276 0.5002 0.2383
H 1.1931 -0.8078 -1.6247
H 2.0926 0.1219 0.3001
H 0.9418 1.0235 1.3970
H 1.4164 1.7050 -0.1178
H -1.4542 1.5642 0.5107
H -2.0791 0.0787 -0.4449
H -1.4177 -0.1382 1.1243
C 2.1189 -1.2239 -6.7568
O 2.0529 -1.7111 -7.8279
N 3.1621 -1.3844 -5.9327
C 3.2690 -0.5835 -4.7313
C 4.2926 -2.2228 -6.3662
H 1.3867 -0.5243 -6.3381
H 4.1242 0.0821 -4.7988
H 3.5279 -1.2742 -3.9246
H 2.3615 -0.0218 -4.5052
H 4.7501 -2.6985 -5.4964
H 3.9707 -2.9262 -7.1382
H 5.0436 -1.5421 -6.7883
C 3.8432 5.2775 2.9679
O 4.9163 5.6759 3.1998
N 3.5498 3.9540 2.8623
C 4.5173 2.9067 3.1674
C 2.1878 3.4916 2.5580
H 2.9571 5.8607 2.7275
H 4.1752 2.2559 3.9719
H 5.5217 3.2756 3.3783
H 4.4897 2.2829 2.2705
H 2.2740 2.8262 1.6833
H 1.7293 2.9036 3.3708
H 1.5706 4.3391 2.2628
C 6.5039 -0.4609 4.1463
O 7.5143 -0.6029 3.4925
N 5.2201 -0.7157 3.8096
C 4.1473 -0.6949 4.8116
C 4.9556 -1.2889 2.4974
H 6.5935 -0.1554 5.2094
H 4.0725 -1.6883 5.2537
H 3.1820 -0.4393 4.3811
H 4.4266 -0.0221 5.6325
H 5.8519 -1.2964 1.8799
H 4.6644 -2.3349 2.6642
H 4.1103 -0.8219 1.9777
C -4.2656 2.6386 -1.5692
O -3.4433 3.2146 -0.9087
N -5.5836 2.8488 -1.5853
C -6.5210 1.9580 -2.2770
C -6.1136 3.9093 -0.7575
H -3.9695 1.8331 -2.2585
H -7.1850 2.4155 -3.0253
H -7.1790 1.5790 -1.4920
H -5.9209 1.1611 -2.7416
H -5.4723 4.8077 -0.7835
H -7.0135 4.1765 -1.3052
H -6.4021 3.5906 0.2538
C -6.0440 0.6412 0.9739
O -7.1806 0.2774 0.7965
N -5.6182 1.0378 2.1348
C -4.2683 1.5481 2.2781
C -6.5134 1.1009 3.3231
H -5.2670 0.6197 0.1811
H -4.4235 2.5812 2.6062
H -3.6248 1.5386 1.4034
H -3.8144 1.0275 3.1271
H -6.7962 2.1453 3.4181
H -7.3952 0.4684 3.1720
H -5.9484 0.8709 4.2239
C -1.5960 -3.4031 -4.1753
O -2.3798 -3.2844 -5.0887
N -0.2985 -3.8533 -4.3238
C 0.6879 -3.7269 -3.2311
C 0.2235 -4.1379 -5.6362
H -1.7774 -3.0961 -3.1332
H 0.1068 -3.5295 -2.3318
H 1.4941 -2.9860 -3.3652
H 1.1465 -4.7217 -3.1164
H -0.6135 -4.1707 -6.3473
H 0.9477 -3.3971 -5.9847
H 0.6859 -5.1265 -5.5765
C 2.0431 -3.5886 1.6095
O 2.2935 -2.6570 0.8827
N 0.8452 -4.1338 1.7664
C -0.3362 -3.6638 1.0412
C 0.6460 -5.3156 2.5859
H 2.7974 -4.1232 2.2207
H -1.1869 -3.6426 1.7249
H -0.6417 -4.4381 0.3171
H -0.1515 -2.7103 0.5350
H 1.5604 -5.5456 3.1507
H -0.1710 -5.0795 3.2606
H 0.3248 -6.1487 1.9561
```

Results
- HOMO-LUMO gap: 8.961 eV
- LUMO level: 0.212 eV

***

two.
Density functional theory data (ωB97M-V with the def2-TZVPD basis set) for a 15-piece molecular cluster, C45H105N15O15 overall.

Structure (XYZ):
```
180
C45H105N15O15 (ωB97M-V with the def2-TZVPD basis set)
C -5.4783 -5.8010 -1.3312
C -4.8465 -4.4418 -1.3819
O -5.4390 -3.5005 -1.8699
N -3.5765 -4.3330 -1.0437
C -2.7154 -3.1258 -1.0551
H -5.7847 -6.1114 -2.3302
H -6.3193 -5.7153 -0.6430
H -4.7449 -6.5127 -0.9521
H -3.0976 -5.1556 -0.7058
H -2.7122 -2.7117 -0.0468
H -3.0528 -2.4243 -1.8181
H -1.7108 -3.4562 -1.3193
C -5.0358 -0.7470 0.1213
C -5.1415 0.4168 1.1784
O -6.2216 0.8040 1.6139
N -3.9860 0.9698 1.5774
C -3.9134 2.0677 2.5681
H -4.5134 -0.3396 -0.7442
H -6.0129 -1.0878 -0.2213
H -4.3543 -1.4775 0.5572
H -3.1144 0.5985 1.2274
H -2.8748 2.3302 2.7694
H -4.3438 1.7069 3.5023
H -4.4854 2.9719 2.3595
C -0.7220 2.0144 -0.1611
C -0.4771 0.6193 0.4276
O -1.3053 0.1647 1.2171
N 0.6034 -0.0338 0.1460
C 0.8886 -1.4704 0.3307
H 0.1562 2.4625 -0.6260
H -0.9744 2.7091 0.6400
H -1.5495 1.9851 -0.8700
H 1.2546 0.2655 -0.5657
H -0.0361 -2.0332 0.2037
H 1.3830 -1.7406 1.2638
H 1.5833 -1.7878 -0.4471
C 2.6786 0.2348 2.7265
C 2.7185 1.7135 2.9576
O 2.3745 2.1941 4.0229
N 3.1521 2.4562 1.9249
C 3.3255 3.8774 1.9043
H 2.9688 -0.1147 1.7357
H 1.6635 -0.1327 2.8771
H 3.3260 -0.2383 3.4648
H 3.1998 1.9883 1.0311
H 3.7513 4.1890 0.9504
H 4.0210 4.0804 2.7186
H 2.3413 4.3010 2.1039
C 0.2931 -2.7552 -4.9433
C 0.8222 -2.7612 -3.5559
O 0.1982 -2.1504 -2.7144
N 1.8638 -3.4842 -3.2595
C 2.7778 -4.2581 -4.0965
H 0.7510 -1.9974 -5.5791
H -0.7655 -2.5090 -4.8606
H 0.3158 -3.7024 -5.4823
H 2.0345 -3.4629 -2.2643
H 3.0399 -3.7780 -5.0393
H 2.3463 -5.2434 -4.2727
H 3.7445 -4.3962 -3.6122
C -6.0964 3.4156 -2.8819
C -5.2370 4.6742 -2.6188
O -5.1348 5.5497 -3.4681
N -4.6742 4.8084 -1.3784
C -4.4600 3.6711 -0.5309
H -7.0461 3.4790 -2.3508
H -5.6508 2.4719 -2.5673
H -6.3769 3.4042 -3.9352
H -4.2214 5.6929 -1.1972
H -5.4002 3.1714 -0.2975
H -3.9500 4.0610 0.3499
H -3.7055 3.0318 -0.9893
C -1.7465 5.4944 -2.5025
C -1.4643 5.9382 -1.1005
O -2.4338 6.1602 -0.3436
N -0.1915 5.9970 -0.6633
C 1.0432 5.7149 -1.3500
H -2.5127 6.0809 -3.0096
H -2.1055 4.4654 -2.5208
H -0.8353 5.5046 -3.1005
H -0.0269 6.3972 0.2493
H 0.9759 4.8111 -1.9556
H 1.8199 5.5147 -0.6120
H 1.3254 6.5357 -2.0094
C 1.8980 1.5216 -4.1548
C 1.4552 2.9276 -4.3738
O 0.4845 3.4110 -3.8320
N 2.2595 3.6329 -5.1278
C 2.0253 4.9252 -5.5090
H 1.5536 0.9431 -5.0120
H 1.5510 1.1157 -3.2046
H 2.9830 1.4181 -4.1457
H 2.8994 3.0616 -5.6610
H 2.3517 5.6641 -4.7772
H 0.9636 5.0624 -5.7142
H 2.5018 5.2415 -6.4369
C -0.2352 4.5663 3.1495
C -0.3729 4.6214 4.6536
O -1.2642 5.2475 5.1831
N 0.6770 4.1384 5.3044
C 0.6864 3.9523 6.7379
H 0.3106 3.7332 2.7064
H 0.2680 5.4597 2.7797
H -1.2793 4.4413 2.8625
H 1.3714 3.6358 4.7703
H -0.1919 4.3436 7.2512
H 1.5239 4.5011 7.1686
H 0.7992 2.9085 7.0312
C 0.6461 -3.2594 4.6130
C 0.2488 -4.7456 4.7612
O -0.9206 -5.0637 4.7014
N 1.2067 -5.6604 4.8805
C 1.0389 -7.0939 4.9829
H 0.1514 -2.8995 3.7109
H 1.7224 -3.1654 4.4687
H 0.3043 -2.6312 5.4356
H 2.1708 -5.3673 4.9491
H 0.2599 -7.4898 4.3314
H 0.8597 -7.4843 5.9847
H 1.9820 -7.5581 4.6942
C -1.4058 0.9153 4.7874
C -0.4437 0.1177 5.7336
O -0.8483 -0.6194 6.6232
N 0.8824 0.3730 5.5867
C 2.0195 -0.2142 6.4530
H -0.8215 1.6639 4.2522
H -2.0664 1.5084 5.4197
H -2.0436 0.3424 4.1143
H 1.0942 1.0366 4.8553
H 2.4346 0.5664 7.0905
H 2.9291 -0.5190 5.9355
H 1.7929 -0.9611 7.2138
C -0.9678 -8.2181 0.9145
C -0.8606 -7.0570 0.0530
O -1.8940 -6.5738 -0.4654
N 0.3607 -6.6124 -0.1736
C 0.6795 -5.4171 -1.0045
H -0.0260 -8.7531 0.7923
H -1.7654 -8.9277 0.6943
H -1.0740 -7.8739 1.9432
H 1.1127 -6.9996 0.3782
H -0.2071 -5.0358 -1.5110
H 1.4297 -5.5708 -1.7803
H 1.0203 -4.6050 -0.3623
C -2.5992 3.6001 -5.5856
C -2.8573 2.2339 -4.8238
O -3.9223 1.6678 -4.8280
N -1.8313 1.8100 -4.0826
C -1.8147 0.5482 -3.2419
H -3.2098 4.3197 -5.0403
H -2.9017 3.5424 -6.6312
H -1.5742 3.9707 -5.5957
H -1.0865 2.4849 -3.9830
H -2.5994 0.5915 -2.4866
H -0.8149 0.4652 -2.8157
H -2.0334 -0.2430 -3.9591
C 5.6756 -3.8313 -1.0676
C 4.4235 -4.1000 -0.2644
O 3.3187 -3.8063 -0.7409
N 4.5611 -4.5421 0.9773
C 3.5158 -4.9302 1.9296
H 5.9828 -2.8180 -0.8089
H 5.5439 -3.8905 -2.1480
H 6.4453 -4.5458 -0.7758
H 5.4870 -4.6043 1.3759
H 2.6803 -5.3684 1.3837
H 3.0910 -4.0162 2.3446
H 3.7722 -5.6832 2.6748
C 4.3247 -0.3716 -1.4394
C 4.0116 1.1471 -1.3678
O 2.9663 1.5214 -0.8121
N 4.8813 1.9584 -1.9756
C 4.8581 3.3900 -1.9084
H 3.6567 -0.8707 -2.1414
H 4.1528 -0.7249 -0.4227
H 5.3815 -0.4803 -1.6834
H 5.5531 1.5166 -2.5868
H 4.5989 3.6910 -0.8933
H 4.1311 3.8309 -2.5905
H 5.8434 3.7404 -2.2156
```

Results
- HOMO-LUMO gap: 7.169 eV
- LUMO level: -0.877 eV

***

one is the least stable structure shown above.